[1]
Below is a 2-piece molecular cluster, C15H26O5 overall, with properties calculated with the ωB97M-V functional and the def2-TZVPD basis.

Its spin multiplicity is 1. The value obtained for the lowest unoccupied orbital energy (alpha / beta) is -0.36 / -1.46 eV. The total energy comes out at -963.02740 Eh. As for the charge: 0. The value obtained for the frontier orbital gap (alpha / beta) is 8.731 / 7.634 eV. The maximum force is 2.596 eV/A. Its HOMO energy (alpha / beta) is -9.0929 / -9.0915 eV. As for the molar mass: 286.4 g/mol.

Each line ends with the natural charge from an NBO analysis.
Element x y z (Å)
H1 -2.5746 -2.7415 2.1293  0.488
O1 -1.8796 -3.0361 2.8255  -0.344
O2 -1.5962 -4.3053 2.4721  -0.166
C1 4.0073 -0.0120 0.9155  -0.602
C2 2.9214 0.2432 -0.1220  -0.029
C3 2.4864 1.7312 -0.1649  -0.407
C4 1.2525 1.3989 0.7010  -0.254
C5 1.5262 -0.1306 0.4462  -0.182
C6 0.5561 -0.8010 -0.4852  -0.450
C7 -0.6142 -1.3903 0.2848  -0.436
C8 -2.0207 -1.2090 -0.3480  0.265
C9 -2.4491 0.2662 -0.7169  0.081
C10 -2.5574 1.3085 0.3988  -0.420
C11 -1.2722 1.5657 1.1970  -0.450
C12 -0.0679 2.0220 0.3921  0.056
C13 -0.1814 3.0869 -0.4237  -0.442
O3 -1.6428 0.6991 -1.7901  -0.735
C14 -2.2436 -1.9903 -1.6266  -0.652
O4 -2.8139 -1.7741 0.7415  -0.212
O5 -4.1536 -1.6344 0.6331  -0.129
C15 3.2584 -0.3416 -1.4818  -0.613
H2 4.1286 -1.0934 1.0799  0.209
H3 4.9749 0.3873 0.5795  0.209
H4 3.7614 0.4497 1.8813  0.207
H5 3.1680 2.4556 0.2968  0.209
H6 2.2323 2.0287 -1.1909  0.208
H7 1.4820 1.5817 1.7661  0.217
H8 1.5980 -0.6599 1.4069  0.200
H9 0.1699 -0.0720 -1.2125  0.252
H10 1.0402 -1.5971 -1.0728  0.214
H11 -0.4320 -2.4766 0.3387  0.225
H12 -0.6192 -1.0615 1.3390  0.222
H13 -3.4628 0.1335 -1.1267  0.178
H14 -2.9319 2.2490 -0.0363  0.206
H15 -3.3432 0.9211 1.0673  0.226
H16 -1.5428 2.3548 1.9193  0.227
H17 -1.0390 0.6845 1.8022  0.211
H18 -1.1454 3.5858 -0.5583  0.187
H19 0.6928 3.5360 -0.8982  0.206
H20 -1.8197 1.6273 -2.0153  0.488
H21 -1.6065 -1.5905 -2.4214  0.249
H22 -2.0066 -3.0511 -1.5039  0.222
H23 -3.2889 -1.8794 -1.9250  0.226
H24 2.4850 -0.0982 -2.2222  0.211
H25 4.2130 0.0647 -1.8425  0.213
H26 3.3511 -1.4354 -1.4290  0.208

***

[2]
Below is a 2-piece molecular cluster, C15H27Cl2FO5 overall, with properties calculated with the ωB97M-V functional and the def2-TZVPD basis.

Its spin multiplicity is 1. The value obtained for the lowest unoccupied orbital energy is 0.57 eV. The total energy comes out at -1984.19774 Eh. As for the charge: 0. The value obtained for the frontier orbital gap is 10.796 eV. The maximum force is 1.220 eV/A. Its HOMO energy is -10.2233 eV. As for the molar mass: 377.3 g/mol. The SMILES is COCCC[C@]1([C@@H](C)F)OC(=O)O[C@H]1CCCCO.ClCCCl.

Each line ends with the natural charge from an NBO analysis.
Element x y z (Å)
C1 2.0481 2.1343 3.1451  -0.245
O1 1.7673 1.1403 2.1820  -0.573
C2 2.2147 1.4445 0.8668  -0.068
C3 2.7104 0.1765 0.1774  -0.426
C4 1.6855 -0.5249 -0.7228  -0.426
C5 0.8211 -1.6411 -0.1363  0.199
C6 1.6525 -2.6794 0.6643  0.201
C7 1.8082 -2.4646 2.1558  -0.658
F1 1.0716 -3.9371 0.5121  -0.362
O2 0.2855 -2.3593 -1.2845  -0.509
C8 -0.9506 -2.8125 -0.9792  0.986
O3 -1.5793 -3.5422 -1.6516  -0.568
O4 -1.3652 -2.2885 0.1978  -0.517
C9 -0.5112 -1.1459 0.4463  0.120
C10 -0.6835 -0.6075 1.8605  -0.467
C11 -1.3644 0.7702 1.9182  -0.390
C12 -2.6539 0.9366 1.0897  -0.446
C13 -2.5748 2.0983 0.0996  -0.059
O5 -1.4948 1.9555 -0.8245  -0.749
H1 1.8840 3.1399 2.7406  0.173
H2 3.0818 2.0589 3.5056  0.172
H3 1.3691 1.9845 3.9854  0.194
H4 3.0145 2.1928 0.9120  0.177
H5 1.3793 1.8826 0.3001  0.184
H6 3.5778 0.4238 -0.4395  0.220
H7 3.0773 -0.4893 0.9623  0.218
H8 2.2114 -0.9787 -1.5678  0.230
H9 0.9974 0.2195 -1.1398  0.218
H10 2.6340 -2.7320 0.1797  0.167
H11 0.8529 -2.6403 2.6515  0.227
H12 2.1567 -1.4614 2.4063  0.225
H13 2.5260 -3.1921 2.5395  0.226
H14 -0.8214 -0.3707 -0.2601  0.179
H15 -1.2507 -1.3392 2.4433  0.225
H16 0.2912 -0.5110 2.3364  0.249
H17 -0.6297 1.5201 1.6066  0.211
H18 -1.5914 0.9828 2.9663  0.208
H19 -3.4995 1.1282 1.7581  0.215
H20 -2.9075 0.0170 0.5470  0.206
H21 -2.3903 3.0342 0.6336  0.174
H22 -3.5206 2.2010 -0.4456  0.171
H23 -1.7105 1.1833 -1.3665  0.470
Cl1 -2.7030 -0.2206 -2.9879  -0.063
C14 -1.6527 -0.1000 -4.4260  -0.382
C15 -1.5050 1.3253 -4.8958  -0.391
Cl2 -3.0286 1.9771 -5.5513  -0.056
H24 -2.0897 -0.7354 -5.1913  0.231
H25 -0.6796 -0.4972 -4.1413  0.229
H26 -0.7673 1.3668 -5.6953  0.224
H27 -1.1928 1.9770 -4.0827  0.228

***

[3]
Below is a 7-piece molecular cluster, C15H27Cl3O23S5 overall, with properties calculated with the ωB97M-V functional and the def2-TZVPD basis.

Its spin multiplicity is 1. The value obtained for the lowest unoccupied orbital energy is 0.00 eV. The total energy comes out at -5689.51072 Eh. As for the charge: 0. The value obtained for the frontier orbital gap is 10.876 eV. The maximum force is 4.726 eV/A. Its HOMO energy is -10.8726 eV. As for the molar mass: 842.1 g/mol. The SMILES is C[C@H]1COC(=O)O1.O=S1(=O)OCCO1.O=S1(=O)OCCO1.O=S1(=O)OCCO1.O=S1(=O)OCCO1.O=S1(=O)OCCO1.ClC(Cl)Cl.

Each line ends with the Löwdin charge.
Element x y z (Å)
C1 14.7591 -14.0382 9.3958  -1.493
Cl1 13.6892 -15.2346 10.1756  0.504
Cl2 15.9486 -13.2543 10.4728  0.499
Cl3 13.6728 -12.7800 8.7142  0.473
H1 15.3464 -14.4569 8.5785  0.016
C2 4.2769 -10.4592 8.9585  -0.028
C3 5.1626 -10.1819 7.8007  -0.337
C4 6.3275 -11.0464 7.5115  -0.112
O1 6.3443 -11.1616 6.0855  0.054
C5 5.0473 -10.8979 5.6456  -0.521
O2 4.6937 -11.0875 4.4923  0.132
O3 4.3876 -10.2889 6.6040  0.107
H2 4.5727 -10.0366 9.9187  0.089
H3 3.9540 -11.4885 9.1147  0.095
H4 3.3619 -9.8715 8.8836  0.090
H5 5.4950 -9.1489 7.9033  0.157
H6 6.3309 -12.0018 8.0363  0.138
H7 7.2320 -10.5122 7.8024  0.136
C6 8.1336 -16.3610 3.4532  -0.145
C7 9.1100 -16.1620 4.6766  -0.218
O4 8.5114 -16.4497 5.8534  -0.182
S1 7.0997 -17.1749 5.6577  0.706
O5 6.0845 -16.5949 6.5121  -0.229
O6 7.3116 -18.6122 5.6352  -0.240
O7 6.9061 -16.6443 4.0933  -0.199
H8 8.4694 -17.1692 2.8035  0.124
H9 8.0069 -15.4731 2.8337  0.128
H10 9.8321 -15.3481 4.7413  0.135
H11 9.8267 -16.9806 4.6106  0.119
C8 21.7268 -15.3329 14.2581  -0.117
C9 23.2775 -15.4260 14.6072  -0.165
O8 23.3463 -15.7389 15.9942  -0.229
S2 22.0788 -15.1817 16.9066  0.754
O9 22.1966 -13.7310 17.0424  -0.251
O10 21.8227 -16.0988 18.0087  -0.223
O11 21.1293 -15.5137 15.5691  -0.257
H12 21.2914 -16.1309 13.6566  0.129
H13 21.5624 -14.3112 13.9156  0.118
H14 23.8146 -14.5514 14.2400  0.121
H15 23.7279 -16.2775 14.0972  0.122
C10 15.5776 -12.4143 17.3689  -0.216
C11 14.2000 -11.9964 16.8917  -0.168
O12 13.5310 -11.9373 18.1690  -0.227
S3 14.5705 -11.5846 19.5094  0.782
O13 14.5379 -12.7454 20.4239  -0.254
O14 14.3764 -10.2055 19.9798  -0.248
O15 15.8534 -11.6693 18.5196  -0.197
H16 16.3236 -12.1304 16.6267  0.136
H17 15.5768 -13.5005 17.4598  0.135
H18 13.6550 -12.7228 16.2890  0.132
H19 14.2079 -11.0808 16.3003  0.125
C12 19.6362 -16.4642 1.9103  -0.189
C13 19.0749 -15.6647 0.7617  -0.234
O16 19.1377 -14.3119 1.0784  -0.201
S4 19.0863 -14.1056 2.7542  0.795
O17 17.6886 -14.1766 3.1417  -0.244
O18 19.8895 -12.9103 3.1283  -0.249
O19 19.9178 -15.5598 2.9501  -0.202
H20 20.5646 -16.9034 1.5454  0.133
H21 18.9296 -17.1924 2.3086  0.134
H22 18.0232 -15.8022 0.5105  0.125
H23 19.4551 -15.9118 -0.2295  0.132
C14 22.3456 -21.8235 6.5031  -0.230
C15 21.1011 -22.6610 6.0248  -0.202
O20 20.0025 -21.9554 6.4576  -0.179
S5 20.3366 -21.3312 7.9469  0.741
O21 20.0959 -22.3309 9.0031  -0.249
O22 19.6636 -20.0800 8.1091  -0.224
O23 21.9588 -21.1531 7.5994  -0.177
H24 22.6580 -21.1049 5.7454  0.126
H25 23.2579 -22.3795 6.7191  0.133
H26 21.2044 -23.6887 6.3729  0.128
H27 20.9694 -22.7268 4.9448  0.134

***

[4]
Below is an isolated ion of composition C15H27F2N2Si and charge +1, with properties calculated with the ωB97M-V functional and the def2-TZVPD basis.

Its spin multiplicity is 1. The value obtained for the lowest unoccupied orbital energy is -3.26 eV. The total energy comes out at -1186.17490 Eh. As for the charge: +1. The value obtained for the frontier orbital gap is 8.042 eV. The maximum force is 3.601 eV/A. Its HOMO energy is -11.2972 eV. As for the molar mass: 301.5 g/mol. The SMILES is CCCCN[NH2+]C(F)(F)CC[Si](C)(C)c1ccccc1.

Each line ends with the natural charge from an NBO analysis.
Element x y z (Å)
C1 2.1877 3.7132 2.3426  -0.626
C2 1.7698 3.5921 0.8247  -0.398
C3 0.2202 3.9177 0.5590  -0.449
C4 -0.3189 2.7977 -0.4086  -0.266
N1 -1.7882 2.5986 -0.4095  -0.448
N2 -2.3348 2.3936 0.8693  -0.397
C5 -1.8187 1.2035 1.6133  0.821
F1 -0.7245 1.5159 2.3913  -0.301
F2 -2.8239 0.9047 2.5446  -0.327
C6 -1.5986 -0.0992 0.7661  -0.512
C7 -0.1796 -0.7325 1.0352  -0.861
Si1 -0.0385 -2.5381 0.3522  1.628
C8 -1.4674 -3.6562 0.9136  -1.126
C9 1.5936 -3.2130 1.1235  -1.097
C10 0.2657 -2.5543 -1.5354  -0.473
C11 0.0993 -1.3805 -2.3865  -0.223
C12 0.4014 -1.4759 -3.8257  -0.213
C13 0.8734 -2.7459 -4.3651  -0.205
C14 1.0133 -3.9307 -3.5138  -0.200
C15 0.7176 -3.8512 -2.0938  -0.204
H1 2.9278 2.8842 2.5412  0.224
H2 2.7566 4.6628 2.5264  0.230
H3 1.3518 3.5535 3.0665  0.208
H4 2.0265 2.5402 0.5059  0.201
H5 2.3744 4.2550 0.1472  0.225
H6 -0.2546 3.9195 1.5774  0.189
H7 0.1102 4.9580 0.1523  0.232
H8 -0.0456 3.1217 -1.4540  0.250
H9 0.1879 1.8084 -0.2619  0.222
H10 -2.2836 3.3200 -0.9358  0.403
H11 -2.2839 3.2197 1.5033  0.434
H12 -3.3503 2.2272 0.7361  0.464
H13 -2.3679 -0.8584 1.0841  0.268
H14 -1.7283 0.0267 -0.3358  0.258
H15 0.0658 -0.8306 2.1313  0.255
H16 0.6626 -0.1712 0.5410  0.236
H17 -1.2645 -4.0390 1.9560  0.253
H18 -2.4440 -3.0991 0.9859  0.230
H19 -1.5968 -4.5347 0.2302  0.263
H20 1.7107 -4.3036 0.9022  0.249
H21 2.4224 -2.6095 0.6486  0.242
H22 1.5981 -2.9757 2.2176  0.237
H23 -0.2487 -0.4064 -1.9741  0.191
H24 0.2896 -0.6034 -4.5123  0.225
H25 1.1502 -2.8748 -5.4379  0.231
H26 1.3557 -4.9152 -3.9187  0.231
H27 0.8291 -4.7349 -1.4198  0.224